ORCA calculation (ωB97M-V/def2-TZVPD) on the molecule H6S2Si2.

Element x y z (Å)
Si: 1.643 -0.942 1.440
S: 0.239 -1.488 -0.054
S: 0.272 0.265 -1.221
Si: -1.803 0.964 -1.223
H: 1.224 0.409 2.140
H: 2.214 -2.197 2.138
H: 2.729 -0.710 0.482
H: -2.858 0.078 -0.730
H: -1.458 2.172 -0.360
H: -2.203 1.448 -2.611

Values from the calculation:
- orbital gap (Eh) = 0.3226
- highest occupied orbital energy (eV) = -8.73
- structure (SMILES) = [SiH3]SS[SiH3]

=====

ORCA calculation (ωB97M-V/def2-TZVPD) on the molecule C6H11N.

Element x y z (Å)
C: 0.298 -2.201 1.155
C: -0.307 -1.026 1.071
C: 0.280 0.175 0.435
C: 1.790 0.285 0.529
C: -0.479 0.802 -0.510
C: -1.919 0.499 -0.792
N: 0.061 1.908 -1.207
H: 0.014 -3.063 1.748
H: 1.245 -2.385 0.654
H: -1.344 -0.943 1.377
H: 2.111 -0.298 1.385
H: 2.131 1.316 0.605
H: 2.194 -0.205 -0.364
H: -2.556 1.120 -0.152
H: -2.128 -0.559 -0.724
H: -2.209 0.795 -1.807
H: 1.064 1.802 -1.235
H: -0.245 1.978 -2.166

Values from the calculation:
- orbital gap (Eh) = 0.3155
- highest occupied orbital energy (eV) = -7.60
- structure (SMILES) = C=C/C(C)=C(\C)N

=====

ORCA calculation (ωB97M-V/def2-TZVPD) on a cluster of 2 separate species, C6H16O in total.

Element x y z (Å)
C: 1.571 -2.370 -0.604
C: 1.673 -0.879 -0.295
C: 0.402 -0.276 0.292
C: -0.747 -0.176 -0.754
C: -1.899 -1.142 -0.432
C: -1.283 1.244 -0.871
H: 0.785 -2.578 -1.333
H: 2.521 -2.749 -0.961
H: 1.377 -2.954 0.291
H: 1.942 -0.360 -1.205
H: 2.519 -0.700 0.378
H: 0.624 0.708 0.716
H: 0.008 -0.895 1.106
H: -0.334 -0.446 -1.734
H: -1.538 -2.149 -0.292
H: -2.647 -1.087 -1.205
H: -2.315 -0.872 0.541
H: -0.498 1.999 -0.935
H: -1.975 1.363 -1.712
H: -1.848 1.541 0.024
O: 0.374 3.092 2.081
H: -0.185 3.730 2.536
H: 0.098 2.215 2.388

Values from the calculation:
- orbital gap (Eh) = 0.4274
- highest occupied orbital energy (eV) = -10.79
- structure (SMILES) = CCCC(C)C.O

=====

ORCA calculation (ωB97M-V/def2-TZVPD) on a structure of composition C23H36CrIN2O5PS3Sb.

Element x y z (Å)
Cr: -1.454 0.686 -0.794
S: -4.684 -2.117 1.511
Sb: -2.451 -1.641 1.196
S: -2.439 0.755 1.260
S: -3.332 -0.533 -1.872
I: 0.184 1.737 -2.698
C: -2.713 2.347 -0.992
C: -2.374 3.661 -0.803
C: -3.392 4.666 -0.729
C: -4.736 4.347 -0.677
C: -5.114 2.977 -0.744
C: -6.384 2.519 -0.314
C: -6.612 1.157 -0.225
C: -5.693 0.235 -0.802
C: -4.431 0.621 -1.253
C: -4.085 2.022 -1.107
H: -1.323 3.953 -0.714
H: -3.112 5.721 -0.721
H: -5.475 5.139 -0.551
H: -7.145 3.207 -0.010
H: -7.535 0.796 0.205
H: -5.995 -0.822 -0.794
C: 2.216 -2.881 -3.862
N: 0.846 -2.519 -3.571
C: 0.165 -1.597 -4.455
C: 0.276 -2.718 -2.318
O: -0.658 -2.060 -1.892
N: 0.853 -3.774 -1.590
C: 0.471 -3.795 -0.178
C: 0.993 -5.066 -2.214
H: 2.727 -1.980 -4.248
H: 2.266 -3.654 -4.654
H: 2.692 -3.237 -2.931
H: 0.748 -1.433 -5.390
H: -0.023 -0.620 -3.968
H: -0.776 -2.053 -4.786
H: 0.602 -2.771 0.227
H: 1.148 -4.491 0.353
H: -0.598 -4.091 -0.074
H: 0.842 -4.966 -3.301
H: 0.221 -5.734 -1.815
H: 2.000 -5.506 -2.014
C: 4.909 -0.456 1.306
C: 3.669 -0.121 0.498
C: 3.596 -1.035 -0.729
C: 3.443 1.338 0.173
O: 2.597 -0.592 1.400
P: 1.043 -0.134 1.571
O: 0.453 -1.188 2.477
O: 0.449 0.103 0.230
O: 1.104 1.324 2.249
C: 1.156 1.722 3.682
C: 1.361 3.216 3.572
C: 2.330 1.042 4.343
C: -0.164 1.328 4.298
H: 5.793 -0.359 0.678
H: 4.865 -1.505 1.657
H: 4.972 0.206 2.170
H: 4.434 -0.752 -1.446
H: 2.609 -0.968 -1.183
H: 3.816 -2.077 -0.363
H: 4.333 1.726 -0.394
H: 3.263 1.972 1.049
H: 2.579 1.453 -0.500
H: 2.362 3.416 3.074
H: 1.396 3.676 4.575
H: 0.576 3.743 3.013
H: 3.257 1.203 3.755
H: 2.142 -0.042 4.440
H: 2.448 1.500 5.346
H: -1.005 1.822 3.778
H: -0.183 1.692 5.346
H: -0.318 0.259 4.243

Values from the calculation:
- orbital gap (alpha / beta) (Eh) = 0.1394 / 0.1424
- total charge = -2
- ⟨S²⟩ = 8.911
- highest occupied orbital energy (alpha / beta) (eV) = 0.45 / -1.31
- spin multiplicity = 6

=====

Computed values of max |F| (unit: eV/A) for the preceding records, in sequence: 1.69 1.77 1.08 2.42.
Computed values of energy above the lowest of the compared OMol25 structures with the same formula, charge and spin (unit: kcal/mol) for the preceding records, in sequence: 5.0 29.5 3.8 0.0.
Computed values of energy (unit: Ha) for the preceding records, in sequence: -1378.923411 -289.924729 -313.437441 -4502.286645.